Here is a cluster of 2 separate species, C2H9NO in total in a non-equilibrium geometry from the OMol25 dataset. Energies are from ωB97M-V/def2-TZVPD.

Element x y z (Å)
C: 0.99929 1.36651 0.65130
C: 0.57493 -0.01894 0.95792
N: 0.09611 -0.82489 -0.23177
H: 0.25936 2.00164 0.15036
H: 1.38913 1.77044 1.58827
H: 1.85378 1.37130 -0.05237
H: 1.23470 -0.83836 1.33879
H: -0.20670 -0.11435 1.72583
H: -0.03361 -0.17800 -0.99744
H: 0.71601 -1.58327 -0.47172
O: -2.65453 -0.80549 -1.74242
H: -2.51967 -1.55592 -1.15068
H: -1.70881 -0.59067 -1.76607

The energy above the lowest of the compared OMol25 structures with the same formula, charge and spin is 18.2 kcal/mol. The SMILES is CCN.O. Its multiplicity is 1. For the total energy, the calculation gives -5756.7324 eV.

natural (NBO) population analysis, charges in e, atoms 1 to 5: -0.640 -0.228 -0.863 0.220 0.225


Here is a cluster of 2 separate species, C2H9NO in total in a non-equilibrium geometry from the OMol25 dataset. Energies are from ωB97M-V/def2-TZVPD.

Element x y z (Å)
C: 0.89623 -1.11027 0.96394
C: 1.36690 -0.25657 -0.24390
N: 1.97010 0.93769 0.20494
H: 0.92550 -2.14547 0.59988
H: 1.56168 -0.92862 1.81219
H: -0.12872 -0.80658 1.30025
H: 1.96508 -0.94310 -0.78480
H: 0.48722 0.07357 -0.88935
H: 2.34098 1.28974 -0.66720
H: 1.34240 1.58686 0.58551
O: -4.18362 1.04478 -0.66923
H: -3.76831 0.18801 -0.75598
H: -4.77546 1.06997 -1.45624

The energy above the lowest of the compared OMol25 structures with the same formula, charge and spin is 16.3 kcal/mol. The SMILES is CCN.O. Its multiplicity is 1. For the total energy, the calculation gives -5756.8155 eV.

natural (NBO) population analysis, charges in e, atoms 1 to 5: -0.621 -0.210 -0.831 0.204 0.218


Here is a cluster of 2 separate species, C2H9NO in total in a non-equilibrium geometry from the OMol25 dataset. Energies are from ωB97M-V/def2-TZVPD.

Element x y z (Å)
C: -0.19488 -0.04759 -1.82705
O: -1.58543 -0.11272 -1.67532
C: -2.06211 -1.42927 -1.85211
H: 0.28962 -0.84716 -1.26838
H: 0.07872 -0.05437 -2.88603
H: 0.17510 0.89381 -1.41139
H: -1.41238 -1.96632 -2.54661
H: -1.96902 -1.98940 -0.90299
H: -3.12910 -1.40875 -2.05782
N: 3.37955 1.51525 4.75160
H: 2.98604 1.88095 3.89418
H: 2.65201 1.67286 5.43771
H: 3.51234 0.51770 4.66356

The energy above the lowest of the compared OMol25 structures with the same formula, charge and spin is 20.7 kcal/mol. The SMILES is COC.N. Its multiplicity is 1. For the total energy, the calculation gives -5756.6244 eV.

natural (NBO) population analysis, charges in e, atoms 1 to 5: -0.250 -0.544 -0.251 0.163 0.167


- What is the formula in the first record?
  C2H9NO


Repeat the first record exactly.
Here is a cluster of 2 separate species, C2H9NO in total in a non-equilibrium geometry from the OMol25 dataset. Energies are from ωB97M-V/def2-TZVPD.

Element x y z (Å)
C: 0.99929 1.36651 0.65130
C: 0.57493 -0.01894 0.95792
N: 0.09611 -0.82489 -0.23177
H: 0.25936 2.00164 0.15036
H: 1.38913 1.77044 1.58827
H: 1.85378 1.37130 -0.05237
H: 1.23470 -0.83836 1.33879
H: -0.20670 -0.11435 1.72583
H: -0.03361 -0.17800 -0.99744
H: 0.71601 -1.58327 -0.47172
O: -2.65453 -0.80549 -1.74242
H: -2.51967 -1.55592 -1.15068
H: -1.70881 -0.59067 -1.76607

The energy above the lowest of the compared OMol25 structures with the same formula, charge and spin is 18.2 kcal/mol. The SMILES is CCN.O. Its multiplicity is 1. For the total energy, the calculation gives -5756.7324 eV.

natural (NBO) population analysis, charges in e, atoms 1 to 5: -0.640 -0.228 -0.863 0.220 0.225